Density functional theory data (ωB97M-V with the def2-TZVPD basis set) for one molecule with the formula C4H6N2O.

## Properties
E_LUMO (Ha): 0.02138
HOMO-LUMO gap (eV): 7.10
E_HOMO (eV): -6.52
SMILES: C=C1NC=C(O)N1
Relative energy (zero: lowest compared OMol25 entry of this formula, charge and spin) (kcal per mole): 52.0

```
! wB97M-V def2-TZVPD RIJCOSX def2/J DEFGRID3
* xyz 0 1
C -2.2366 -0.2430 0.4715
C -0.9208 -0.1037 0.1366
N -0.3997 -0.0662 -1.1377
C 0.9931 0.1779 -1.1024
C 1.3388 0.1710 0.1968
O 2.5205 0.2087 0.8522
N 0.1881 0.0601 0.9670
H -2.8357 -1.0310 0.0409
H -2.6366 0.2827 1.3245
H -1.0198 0.2419 -1.8661
H 1.5773 0.3582 -1.9923
H 3.2355 0.2504 0.2040
H 0.1959 -0.3071 1.9050
*
```

=====

Density functional theory data (ωB97M-V with the def2-TZVPD basis set) for a 14-piece molecular cluster, C5H33O15 overall at a distorted geometry.

## Properties
E_LUMO (alpha / beta) (Ha): -0.02020 / -0.23509
⟨S²⟩: 0.756
HOMO-LUMO gap (alpha / beta) (eV): 10.31 / 4.46
E_HOMO (alpha / beta) (eV): -10.86 / -10.86

```
! wB97M-V def2-TZVPD RIJCOSX def2/J DEFGRID3
* xyz 0 2
O -0.2805 0.7596 1.6845
C -0.1813 -0.4972 1.4625
O -1.0427 -1.2534 1.8854
C 0.9361 -1.0898 0.5441
C 0.5189 -1.5207 -0.9178
C -0.9228 -1.9264 -1.0431
C -1.8030 -1.1406 -1.6684
H 1.2847 -1.8985 1.1037
H 1.7953 -0.3743 0.4207
H 1.2580 -2.2360 -1.2901
H 0.7256 -0.6619 -1.7146
H -1.2145 -2.9153 -0.5480
H -1.5862 -0.1434 -2.0457
H -2.9055 -1.3915 -1.7469
H 3.7659 -1.1075 -1.0520
H 3.5189 -2.3238 -0.2326
O 4.2860 -1.8996 -0.7119
H 1.7399 2.7359 1.8160
H 0.5578 2.0233 1.0126
O 1.2787 2.7208 1.0354
H -0.7830 -2.8986 2.3108
H -1.0570 -4.3571 1.7174
O -0.4677 -3.8580 2.2501
H -1.9934 3.4125 1.8914
H -0.5648 3.3440 1.3753
O -1.2056 3.9779 1.7729
H -3.0049 -1.8503 0.5788
H -3.2563 -1.3525 2.0621
O -3.5725 -1.3413 1.1229
H 2.5315 3.1833 -1.4254
H 2.2523 2.3250 -0.1718
O 2.7849 2.3604 -0.9893
H -0.7744 2.5593 -1.4062
H -0.5681 3.2558 -2.7056
O -0.0517 2.7712 -2.0987
H 0.1311 -0.2845 -3.8109
H 0.7008 1.0530 -3.3683
O 0.2454 0.5982 -4.2120
H 3.0038 0.0329 -3.2099
H 2.7108 0.8100 -1.7857
O 2.6295 -0.0171 -2.3425
H -1.8906 1.2805 1.9430
H -3.3518 0.7459 1.7262
O -2.7472 1.4495 1.6477
H 0.5386 1.5729 3.0943
H 0.9788 0.7078 4.3300
O 1.1996 1.5444 3.9018
H 0.5974 -4.1280 -0.4871
H 0.6445 -4.2710 0.9323
O 0.9579 -4.6945 0.1492
H -3.1557 2.1021 -1.6302
H -2.7623 1.9213 -0.1433
O -2.4295 2.1855 -1.0130
*
```

=====

Density functional theory data (ωB97M-V with the def2-TZVPD basis set) for a 2-piece molecular cluster, C4H11NO overall at a distorted geometry.

## Properties
E_LUMO (Ha): 0.03064
HOMO-LUMO gap (eV): 10.73
E_HOMO (eV): -9.90
SMILES: CC(N)=O.CC
Relative energy (zero: lowest compared OMol25 entry of this formula, charge and spin) (kcal per mole): 8.9

```
! wB97M-V def2-TZVPD RIJCOSX def2/J DEFGRID3
* xyz 0 1
C 1.5904 1.0181 -1.0152
C 0.6094 1.9092 -0.2865
N -0.3453 2.4453 -1.0852
O 0.6816 2.0840 0.9065
H 2.6284 1.3349 -0.9989
H 1.3085 0.7932 -2.0454
H 1.6440 0.0957 -0.4645
H -1.1242 2.9557 -0.6986
H -0.3595 2.4209 -2.0880
C -0.1092 -1.8279 1.3284
C -1.5269 -1.9325 0.7028
H 0.3914 -1.0300 0.7997
H -0.1287 -1.6706 2.3946
H 0.4107 -2.7112 0.9977
H -1.8037 -0.9836 0.2324
H -2.2598 -2.2602 1.4374
H -1.6072 -2.6411 -0.1170
*
```

=====

Density functional theory data (ωB97M-V with the def2-TZVPD basis set) for C12H26NO3P2Tl as an isolated structure at a distorted geometry.

## Properties
E_LUMO (alpha / beta) (Ha): -0.35021 / -0.35017
HOMO-LUMO gap (alpha / beta) (eV): 6.20 / 6.20
E_HOMO (alpha / beta) (eV): -15.73 / -15.73

```
! wB97M-V def2-TZVPD RIJCOSX def2/J DEFGRID3
* xyz 2 1
Tl 0.0930 1.8721 -0.0750
P 0.6743 0.3641 -2.1965
C 0.6191 -1.4908 -2.0584
C 0.7397 -2.0086 -0.6450
N 0.5498 -1.1859 0.3899
C 0.6052 -1.6494 1.6387
C 0.9036 -2.9863 1.9050
C 1.1217 -3.8603 0.8449
C 1.0199 -3.3694 -0.4667
C 0.3892 -0.7007 2.7863
P -0.5898 0.7646 2.2715
H 1.0870 -4.0179 -1.3425
H 1.0009 -3.3023 2.9395
H 1.3400 -4.9250 1.0196
H -0.1251 -1.1973 3.6220
H 1.3626 -0.3367 3.1520
H -0.3635 -1.7181 -2.4554
H 1.4133 -1.9206 -2.6921
H -3.2152 -1.3879 -1.7911
O -2.9570 -2.3122 -1.9510
H -2.9560 -2.3771 -2.9067
H -2.7844 1.1279 -1.0239
O -3.6600 0.7019 -1.0740
H -3.8028 0.2566 -0.2197
C -2.2990 0.1523 2.4608
H -2.4556 -0.2033 3.4888
H -3.0098 0.9651 2.2446
H -2.4815 -0.6794 1.7630
C -0.3598 1.9239 3.6494
H -1.0342 2.7836 3.5243
H -0.5720 1.4312 4.6077
H 0.6767 2.2942 3.6469
C 2.4621 0.5179 -2.5334
H 2.6926 0.0717 -3.5074
H 2.7435 1.5747 -2.5192
H 3.0144 -0.0043 -1.7441
C -0.1194 0.6934 -3.8060
H 0.0499 1.7453 -4.0858
H 0.2733 0.0358 -4.5941
H -1.2056 0.5292 -3.7063
C 1.8246 4.4070 0.2777
O 1.9024 3.0171 0.5335
H 1.1561 4.9315 0.9902
H 1.4336 4.6541 -0.7351
H 2.8418 4.8185 0.3730
*
```

=====

Density functional theory data (ωB97M-V with the def2-TZVPD basis set) for a 6-piece molecular cluster, H12O6 overall.

## Properties
E_LUMO (Ha): 0.00461
HOMO-LUMO gap (eV): 11.32
E_HOMO (eV): -11.19
SMILES: O.O.O.O.O.O
Relative energy (zero: lowest compared OMol25 entry of this formula, charge and spin) (kcal per mole): 43.6

```
! wB97M-V def2-TZVPD RIJCOSX def2/J DEFGRID3
* xyz 0 1
O -0.4326 -0.9180 -1.6200
H 0.0236 -0.1920 -2.0602
H 0.1534 -1.1567 -0.8930
O -0.6643 3.0686 0.9114
H -0.7452 2.1810 1.2784
H -0.0396 2.9658 0.1846
O 4.4594 0.5647 -1.5885
H 4.2081 1.2489 -2.2192
H 5.4198 0.6311 -1.5407
O 3.6497 -1.5294 2.2361
H 4.3789 -1.7392 2.8305
H 3.2857 -2.3897 1.9988
O -3.6094 1.9784 0.3591
H -2.7065 1.7387 0.5965
H -4.0974 1.1500 0.4266
O -4.6542 -2.4112 -0.0003
H -4.3461 -1.9015 -0.7582
H -4.2834 -3.2895 -0.1420
*
```

=====

Density functional theory data (ωB97M-V with the def2-TZVPD basis set) for one molecule with the formula C5H7IO at a distorted geometry.

## Properties
E_LUMO (alpha / beta) (Ha): -0.01058 / -0.04906
HOMO-LUMO gap (alpha / beta) (eV): 8.41 / 6.45
E_HOMO (alpha / beta) (eV): -8.70 / -7.79
Relative energy (zero: lowest compared OMol25 entry of this formula, charge and spin) (kcal per mole): 64.5

```
! wB97M-V def2-TZVPD RIJCOSX def2/J DEFGRID3
* xyz 0 1
C 1.2799 -1.0504 -0.1073
C -0.8159 0.1555 0.8583
C -0.1864 1.3423 1.4683
C -0.0082 -0.5671 -0.3108
C -0.4047 -0.1599 -1.6991
O 1.7268 -1.1186 1.0472
I 1.3554 1.0933 2.7789
H 1.7229 -1.3789 -1.0468
H -0.9772 -0.6379 1.7511
H -1.7534 0.2644 0.3213
H -0.2409 2.4051 1.3101
H 0.1159 -0.6335 -2.4639
H -0.3623 0.8293 -1.8833
H -1.4521 -0.5436 -2.0239
*
```